(1)
{"formula": "C18H56O10", "method": "ωB97M-V with the def2-TZVPD basis set", "symbols": ["C", "C", "C", "O", "H", "H", "H", "H", "H", "H", "H", "H", "C", "C", "C", "O", "H", "H", "H", "H", "H", "H", "H", "H", "C", "C", "C", "O", "H", "H", "H", "H", "H", "H", "H", "H", "C", "C", "C", "O", "H", "H", "H", "H", "H", "H", "H", "H", "C", "C", "C", "O", "H", "H", "H", "H", "H", "H", "H", "H", "C", "C", "C", "O", "H", "H", "H", "H", "H", "H", "H", "H", "O", "H", "H", "O", "H", "H", "O", "H", "H", "O", "H", "H"], "coordinates": [[-0.162, -3.658, -4.205], [-1.091, -2.530, -3.737], [-2.366, -2.957, -3.113], [-0.401, -1.735, -2.690], [0.719, -3.140, -4.625], [-0.684, -4.133, -5.079], [0.111, -4.345, -3.403], [-1.277, -1.912, -4.592], [-2.762, -3.819, -3.665], [-3.216, -2.296, -2.967], [-2.138, -3.372, -2.111], [0.403, -1.285, -3.071], [1.435, -4.551, 0.126], [0.012, -3.943, -0.098], [-0.925, -4.297, 0.979], [0.224, -2.468, -0.014], [2.003, -4.017, -0.671], [1.351, -5.648, -0.003], [1.822, -4.304, 1.069], [-0.369, -4.279, -1.087], [-1.230, -5.351, 0.868], [-1.917, -3.847, 0.878], [-0.555, -4.240, 2.048], [0.001, -2.021, -0.873], [3.213, 1.391, -4.903], [2.591, 0.514, -3.795], [2.720, 1.095, -2.424], [1.209, 0.099, -4.131], [2.781, 1.260, -5.853], [4.330, 1.045, -5.057], [3.186, 2.440, -4.683], [3.204, -0.398, -3.774], [3.748, 1.218, -2.246], [2.314, 0.371, -1.722], [2.218, 2.013, -2.309], [0.674, 0.856, -3.942], [-2.263, 0.377, -0.888], [-0.966, 1.057, -1.186], [-1.086, 2.154, -2.249], [-0.388, 1.743, 0.091], [-3.020, 1.115, -0.638], [-2.255, -0.288, -0.015], [-2.586, -0.154, -1.747], [-0.278, 0.276, -1.523], [-0.092, 2.629, -2.358], [-1.711, 2.941, -1.952], [-1.534, 1.932, -3.197], [-1.179, 1.883, 0.611], [2.820, 1.455, 0.969], [1.996, 0.262, 1.461], [2.950, -0.844, 2.010], [1.214, 0.652, 2.580], [2.327, 2.052, 0.185], [3.700, 1.067, 0.552], [2.883, 2.088, 1.880], [1.420, -0.163, 0.675], [2.377, -1.652, 2.336], [3.556, -0.352, 2.804], [3.676, -1.237, 1.278], [0.676, 1.427, 2.304], [-1.033, 1.467, 6.145], [-1.480, 0.584, 4.962], [-2.102, -0.804, 5.357], [-2.499, 1.260, 4.211], [-1.941, 1.807, 6.652], [-0.297, 2.234, 5.734], [-0.534, 0.831, 6.870], [-0.726, 0.471, 4.158], [-2.782, -0.566, 6.121], [-1.365, -1.492, 5.809], [-2.628, -1.272, 4.587], [-3.189, 1.561, 4.756], [-0.028, 3.300, 2.885], [0.327, 3.929, 2.254], [-0.818, 3.012, 2.440], [-2.490, 2.205, 1.543], [-2.690, 3.148, 1.600], [-2.519, 1.945, 2.495], [-2.505, 4.934, 0.789], [-1.784, 4.995, 0.182], [-2.535, 5.690, 1.351], [0.435, 4.482, 0.039], [0.378, 3.553, -0.111], [1.393, 4.548, 0.063]], "forces_ev_per_angstrom": [[-0.770, 0.812, -1.079], [1.421, 0.750, 1.329], [-0.750, -2.099, 0.985], [0.401, 0.024, -1.225], [-0.094, -0.513, 0.297], [0.611, -0.078, 0.922], [-0.074, -0.050, -0.219], [-0.060, 0.683, -0.519], [-0.022, 0.119, -0.079], [0.437, 0.659, -0.300], [-0.071, 0.231, -0.348], [-1.077, -0.466, 0.036], [-1.767, 0.139, -2.640], [1.953, 1.788, 0.341], [-1.640, -1.747, 1.551], [-0.513, -0.759, -1.075], [0.195, -0.948, 0.580], [0.496, 0.507, -0.066], [0.431, 0.380, 1.335], [0.180, 0.518, 0.476], [0.463, -0.114, 0.009], [0.331, 0.678, 0.161], [-0.198, 0.462, -1.348], [0.071, -0.979, 0.753], [2.482, -1.215, 0.769], [-0.001, -0.555, -1.371], [-0.883, -1.470, -0.314], [1.972, -0.305, 0.328], [-0.853, -0.430, -1.097], [-2.005, 0.950, 0.474], [0.082, 0.611, 0.287], [-0.679, -0.150, -0.192], [1.389, 0.318, 0.508], [0.013, 0.065, 0.331], [-0.686, 1.331, 0.133], [-0.795, 0.778, 0.167], [-0.560, 0.591, 1.323], [0.897, 0.987, 1.173], [1.577, -0.151, 0.479], [0.159, -1.439, -3.306], [-0.219, 0.209, -0.117], [0.455, -0.043, -0.340], [-0.263, -0.670, -0.856], [0.321, 0.468, 0.391], [-0.374, -0.294, -0.338], [-1.003, 1.180, 1.132], [0.181, -0.982, -0.720], [-0.710, 0.167, 0.691], [-1.969, 0.669, 0.767], [1.573, -0.417, 0.868], [1.066, 2.264, -0.692], [-0.731, 0.334, -0.491], [-0.120, -0.271, 0.297], [1.688, -0.018, -0.268], [0.834, -0.221, -0.685], [-0.884, -0.336, -0.660], [-0.875, -1.267, 0.935], [-0.487, -0.627, -0.168], [-0.406, 0.325, -0.093], [0.441, -0.531, 0.352], [0.816, -0.654, -1.287], [-0.406, -0.971, -0.869], [2.609, 1.419, 1.052], [0.896, 0.095, -1.542], [0.245, 0.614, -0.144], [-1.346, -0.586, 0.906], [0.358, 0.020, 0.085], [0.142, -0.151, 0.938], [-1.247, 0.122, 1.263], [-0.167, 0.288, -0.361], [-0.559, -0.612, -1.507], [-1.334, 0.509, 1.293], [0.481, 0.126, 0.396], [0.221, 0.277, -0.212], [-0.732, -0.291, -0.235], [-0.356, 0.186, 1.498], [-0.126, 0.439, -0.655], [-0.029, -0.567, -0.401], [-1.316, -1.226, 0.194], [1.095, 0.340, -0.433], [0.294, 0.896, 0.359], [0.642, 1.168, 0.217], [-1.008, -2.004, -0.175], [0.247, 0.713, 0.049]], "energy_ev": -40048.304, "homo_ha": -0.339, "spin_multiplicity": 1, "gap_ev": 9.706, "max_force_ha_per_bohr": 0.07019, "charge": 0, "smiles": "CC(C)O.CC(C)O.CC(C)O.CC(C)O.CC(C)O.CC(C)O.O.O.O.O"}

=====

(2)
{"formula": "C37H44CoN5O2Se", "method": "ωB97M-V with the def2-TZVPD basis set", "symbols": ["Co", "C", "C", "C", "C", "C", "C", "C", "N", "C", "C", "C", "C", "C", "C", "C", "C", "C", "C", "N", "C", "C", "C", "N", "C", "C", "C", "C", "C", "C", "C", "C", "C", "C", "C", "C", "C", "C", "N", "C", "C", "H", "H", "H", "H", "H", "H", "H", "H", "H", "H", "H", "H", "H", "H", "H", "H", "H", "H", "H", "H", "H", "H", "H", "H", "H", "H", "H", "H", "H", "H", "H", "H", "H", "H", "H", "H", "H", "H", "H", "H", "H", "H", "H", "H", "O", "O", "Se", "C", "N"], "coordinates": [[-0.257, -0.030, 0.172], [4.577, 0.014, 3.818], [3.499, -1.028, 4.175], [2.540, -1.250, 3.046], [2.721, -2.239, 2.079], [3.856, -3.215, 2.045], [3.515, -4.650, 2.434], [1.718, -1.990, 1.059], [0.993, -0.841, 1.368], [1.417, -0.461, 2.641], [0.951, 0.648, 3.391], [0.094, 1.527, 2.763], [-0.427, 2.682, 3.451], [-0.002, 3.246, 4.771], [-0.447, 2.394, 5.963], [-1.364, 3.265, 2.604], [-1.358, 2.542, 1.356], [-1.922, 3.107, 0.178], [-1.931, 2.359, -1.011], [-1.435, 1.056, -1.122], [-1.727, 0.638, -2.414], [-1.674, -0.705, -2.888], [-0.864, -1.679, -2.322], [-0.085, -1.446, -1.202], [0.688, -2.635, -1.049], [1.628, -2.864, -0.017], [0.419, -3.535, -2.123], [-0.661, -2.994, -2.878], [-1.208, -3.494, -4.145], [-0.273, -3.237, -5.357], [1.188, -4.787, -2.420], [1.024, -5.941, -1.393], [-2.280, 1.723, -3.151], [-2.404, 2.799, -2.308], [-2.562, 4.268, -2.699], [-1.186, 4.667, -3.292], [-2.632, 1.675, -4.595], [-4.050, 1.276, -5.002], [-0.418, 1.492, 1.476], [-2.255, 4.493, 2.915], [-3.729, 4.185, 3.216], [5.194, 0.087, 4.705], [4.147, 0.997, 3.579], [5.145, -0.282, 2.900], [2.907, -0.649, 5.046], [3.949, -1.981, 4.560], [4.681, -2.833, 2.698], [4.346, -3.149, 1.058], [3.494, -5.328, 1.541], [2.517, -4.678, 2.838], [4.219, -5.097, 3.145], [1.445, 0.920, 4.338], [-0.383, 4.269, 4.859], [1.105, 3.369, 4.730], [-1.517, 2.148, 5.921], [-0.295, 3.042, 6.874], [0.056, 1.434, 6.052], [-2.323, 4.114, 0.141], [-2.217, -0.899, -3.763], [2.304, -3.693, -0.051], [-2.204, -2.972, -4.283], [-1.431, -4.553, -4.107], [0.171, -2.228, -5.195], [-0.815, -3.285, -6.336], [0.527, -3.999, -5.414], [2.304, -4.600, -2.467], [0.878, -5.060, -3.446], [0.588, -5.611, -0.460], [1.944, -6.441, -1.210], [0.332, -6.732, -1.754], [-2.688, 4.871, -1.754], [-3.361, 4.421, -3.441], [-0.334, 4.291, -2.689], [-1.083, 5.776, -3.431], [-1.184, 4.165, -4.245], [-2.005, 0.929, -5.051], [-2.396, 2.636, -5.073], [-4.159, 0.217, -4.912], [-4.221, 1.541, -6.048], [-4.804, 1.819, -4.461], [-2.328, 5.091, 1.996], [-1.790, 5.070, 3.729], [-3.910, 3.193, 2.857], [-4.370, 4.844, 2.618], [-3.951, 4.229, 4.283], [7.060, 3.340, -4.677], [8.084, 2.923, -5.146], [-2.752, -0.812, 1.075], [-2.437, -2.452, 1.888], [-2.118, -3.439, 2.455]], "forces_ev_per_angstrom": [[-0.962, 1.326, -0.253], [-0.207, -0.420, -0.581], [-0.892, 0.304, 0.959], [0.833, -2.330, -1.067], [-0.296, 1.789, 1.160], [1.333, 0.710, -0.098], [0.087, -0.958, -1.033], [0.808, -0.005, 0.653], [0.407, -1.444, 0.656], [0.195, 0.941, -0.101], [0.990, -1.112, -2.038], [-1.170, 1.404, -0.168], [-1.421, 1.210, -1.035], [0.574, -0.512, -0.444], [-0.261, 1.171, 1.039], [0.044, 0.606, 1.337], [1.301, 0.833, 0.230], [0.819, -2.376, -0.062], [0.938, -0.507, -0.276], [-0.158, -0.148, -0.287], [-0.313, -0.774, 1.162], [1.285, 1.751, 1.754], [-0.281, 0.262, 0.702], [0.798, -2.209, 0.371], [-0.263, 1.475, -0.006], [-1.771, 2.000, -0.672], [-1.645, 0.480, -1.117], [3.120, -0.476, 1.916], [-1.341, 0.529, -1.087], [-0.181, 0.376, -0.131], [0.742, -0.161, -0.138], [-1.548, -0.297, -0.952], [-1.013, 0.729, -0.011], [0.260, 0.250, -0.141], [0.803, -0.312, 1.440], [-0.245, 0.729, 0.104], [0.061, 0.308, -0.583], [0.220, 0.789, -0.358], [-1.015, -0.491, -0.215], [0.708, -0.486, -0.726], [0.334, 0.013, -0.036], [0.594, 0.310, -0.151], [-0.038, -0.299, 0.240], [-0.222, 0.055, 0.945], [0.511, -0.143, -0.440], [-0.338, 0.791, -0.641], [-0.835, -0.228, -0.242], [-0.365, -0.289, 0.137], [0.043, 0.546, 0.681], [-0.328, -0.144, 0.398], [-0.179, 0.233, -0.112], [-0.546, -0.323, -0.557], [-0.060, -0.285, 0.091], [-0.541, -0.209, 0.317], [0.168, 0.265, -0.156], [-0.050, -1.072, -0.570], [0.302, 0.142, 0.062], [-0.136, -0.314, 0.418], [-0.475, -0.375, -1.169], [0.038, -0.371, -0.055], [1.013, -0.654, -0.173], [-0.122, -0.277, 0.219], [-0.123, -0.691, -0.523], [0.355, 0.184, 0.865], [-0.244, 0.491, 0.175], [-1.217, 0.266, -0.112], [0.319, -0.360, 0.541], [0.109, 0.278, 0.286], [0.879, -0.297, 0.256], [0.284, 0.514, 0.022], [-0.506, -0.495, -1.119], [0.183, 0.142, 0.514], [-0.615, 0.247, -0.240], [-0.107, -0.984, 0.041], [0.636, 0.090, -0.528], [0.614, -0.094, -0.390], [0.032, -0.196, 0.165], [-0.451, -0.691, 0.260], [0.171, -0.161, -0.047], [-0.377, 0.000, 0.544], [0.687, 0.198, 0.367], [-0.215, 0.007, -0.533], [-0.433, -0.736, -0.052], [-0.027, 0.006, 0.536], [-0.185, 0.055, -0.143], [0.309, -0.126, -0.141], [-0.309, 0.126, 0.142], [0.227, -0.986, 0.385], [0.756, -1.365, 1.021], [-0.868, 2.255, -1.395]], "energy_ev": -153597.255, "homo_ha": [-0.245, -0.246], "spin_multiplicity": 5, "gap_ev": [5.666, 3.778], "max_force_ha_per_bohr": 0.07180, "charge": 0}

=====

(3)
{"formula": "C23H43N6O8P2", "method": "ωB97M-V with the def2-TZVPD basis set", "symbols": ["C", "C", "C", "C", "C", "N", "C", "C", "C", "C", "N", "C", "N", "N", "C", "C", "P", "P", "O", "O", "O", "N", "C", "C", "C", "N", "O", "H", "H", "H", "H", "H", "H", "H", "H", "H", "H", "H", "H", "H", "H", "H", "H", "H", "H", "H", "H", "H", "H", "H", "H", "H", "H", "H", "H", "H", "H", "H", "O", "C", "O", "C", "C", "C", "H", "H", "H", "H", "H", "H", "O", "C", "O", "C", "C", "C", "H", "H", "H", "H", "H", "H"], "coordinates": [[1.619, -2.993, -0.146], [1.340, -2.469, 1.339], [-0.126, -2.866, 1.804], [1.719, -0.941, 1.560], [0.535, 0.059, 1.456], [0.322, 1.005, 2.447], [1.084, 1.271, 3.675], [1.463, 2.812, 3.846], [1.911, 3.495, 2.475], [3.109, 4.517, 2.630], [4.324, 4.170, 1.864], [4.963, 2.966, 2.342], [5.341, 2.737, 3.545], [5.232, 1.951, 1.356], [-0.822, 1.773, 2.133], [-1.319, 1.302, 0.863], [-2.794, 1.861, -0.139], [-4.064, 0.075, -0.356], [-4.146, -0.278, -1.803], [-3.332, -1.216, 0.426], [-5.596, 0.354, 0.250], [-0.425, 0.250, 0.506], [-0.550, -0.517, -0.759], [0.638, -0.033, -1.705], [0.939, -1.010, -2.890], [0.019, -2.035, -3.361], [1.994, -0.902, -3.475], [0.682, -3.289, -0.688], [2.162, -2.240, -0.773], [2.253, -3.919, -0.083], [2.048, -3.063, 1.988], [-0.033, -3.824, 2.397], [-0.620, -2.130, 2.487], [-0.747, -3.137, 0.908], [2.447, -0.660, 0.743], [2.282, -0.878, 2.526], [0.514, 0.977, 4.604], [2.057, 0.717, 3.738], [2.350, 2.881, 4.539], [0.618, 3.369, 4.336], [2.101, 2.704, 1.692], [1.011, 4.071, 2.111], [3.413, 4.699, 3.690], [2.748, 5.502, 2.217], [4.142, 4.121, 0.857], [5.109, 3.564, 4.108], [4.999, 1.019, 1.690], [4.801, 2.156, 0.456], [-1.258, 2.600, 2.731], [-3.477, 2.793, 0.702], [-3.958, -1.975, 0.290], [-5.515, 0.479, 1.219], [-0.548, -1.616, -0.575], [-1.508, -0.256, -1.278], [0.362, 0.978, -2.122], [1.542, 0.138, -1.066], [-0.959, -1.735, -3.303], [0.181, -2.868, -2.787], [-0.513, 2.794, -2.208], [-0.303, 3.336, -3.265], [0.486, 4.424, -3.403], [0.438, 4.885, -4.765], [0.000, 3.683, -5.574], [-0.898, 2.947, -4.596], [-0.274, 5.711, -4.828], [1.422, 5.244, -5.065], [-0.492, 3.949, -6.509], [0.866, 3.062, -5.815], [-1.930, 3.302, -4.641], [-0.857, 1.868, -4.743], [-4.562, -3.649, -0.339], [-3.918, -4.659, -0.222], [-2.677, -4.701, 0.324], [-2.148, -6.033, 0.212], [-3.359, -6.928, 0.056], [-4.331, -6.031, -0.690], [-1.486, -6.073, -0.657], [-1.572, -6.275, 1.105], [-3.139, -7.863, -0.460], [-3.767, -7.175, 1.039], [-4.197, -6.093, -1.772], [-5.364, -6.241, -0.419]], "forces_ev_per_angstrom": [[0.209, -0.200, 0.340], [-0.119, -0.596, -0.194], [0.637, -0.958, 0.135], [-0.192, -0.338, -1.309], [-0.030, 1.240, 1.525], [-1.308, -0.021, -1.167], [1.120, 0.882, 1.777], [0.477, -0.151, -0.481], [-0.984, 0.122, 0.619], [-0.412, 0.702, -0.722], [0.146, -1.278, 0.320], [0.317, -0.686, -0.375], [-0.930, 0.718, -0.713], [-0.850, 1.235, 0.330], [-0.673, -1.308, -2.764], [1.431, 0.083, 3.292], [0.993, 0.137, -0.570], [-1.056, -2.683, -0.891], [0.098, 1.026, 1.463], [-1.635, 2.191, -0.085], [2.497, -0.226, 0.309], [-0.520, 0.172, 0.599], [0.767, 0.439, -1.288], [-0.967, -0.305, 0.257], [0.901, 0.266, -0.678], [0.039, 0.959, 1.011], [-0.642, -0.007, 0.853], [0.751, 0.299, 0.599], [-0.366, -0.678, 0.551], [-0.575, 0.933, -0.196], [-0.651, 0.895, -0.605], [-0.228, 1.003, -0.590], [0.322, -0.481, -0.788], [0.268, 0.628, 1.067], [-0.597, -0.208, 0.910], [-0.945, 0.404, -0.813], [0.284, 0.050, -1.245], [-1.095, 0.302, -0.595], [-1.041, -0.359, -0.521], [0.788, -0.486, -0.576], [0.159, 0.834, 0.786], [0.975, -0.587, 0.133], [-0.465, -0.266, -0.832], [0.513, -0.908, 0.558], [0.012, 0.084, 0.585], [0.252, -0.357, -0.002], [0.399, 0.343, -0.033], [0.145, -0.288, 0.329], [0.764, -0.948, -0.332], [0.320, -0.773, 0.411], [0.538, -0.237, -0.144], [-0.350, -0.061, -0.483], [0.019, 1.075, 0.071], [0.707, -0.236, 0.789], [0.243, -1.131, 0.408], [-0.511, -0.400, -0.936], [0.309, -0.328, 0.297], [-0.278, 0.141, -0.476], [0.421, 0.401, -0.007], [-0.392, 0.044, 0.106], [-0.190, -0.440, 0.324], [0.124, 0.337, -0.445], [-0.016, -0.161, -0.414], [0.383, -0.020, -0.323], [0.018, -0.044, 0.071], [-0.022, 0.023, 0.277], [0.043, 0.058, 0.075], [-0.045, 0.067, -0.003], [-0.019, -0.134, 0.105], [-0.273, 0.027, 0.201], [0.383, 0.238, 0.460], [-0.252, 0.055, -0.414], [-0.377, 0.288, -0.074], [0.355, -0.407, 0.072], [-0.123, -0.409, 0.011], [0.090, -0.311, 0.370], [-0.044, 0.048, 0.012], [0.000, 0.266, -0.025], [0.061, 0.080, 0.030], [0.065, 0.000, -0.057], [-0.132, 0.093, 0.010], [-0.036, 0.222, -0.278]], "energy_ev": -68442.290, "homo_ha": -0.419, "spin_multiplicity": 1, "gap_ev": 9.128, "max_force_ha_per_bohr": 0.06983, "charge": 1}